1.
Below is 4 unconnected molecules or ions with the total composition C7H22BNO5S4, with properties calculated with the ωB97M-V functional and the def2-TZVPD basis.

ORCA input file:
```
! RIJCOSX wB97M-V def2-TZVPD def2/J DEFGRID3
* xyz 0 1
O -1.36 -0.98 -1.85
N -0.96 -1.79 -1.13
O 0.20 -2.46 -1.66
C -0.27 -3.64 -2.39
B -1.13 -4.56 -1.43
S -0.35 -5.38 0.02
H -0.77 -3.32 -3.30
H 0.63 -4.18 -2.66
H -2.29 -4.77 -1.62
H -0.05 -4.20 0.60
C -1.42 -0.16 -5.49
S -1.53 -1.84 -6.11
O -0.35 -2.57 -5.56
C -1.14 -1.45 -7.82
H -1.59 -0.21 -4.41
H -0.43 0.23 -5.70
H -2.20 0.45 -5.95
H -0.17 -0.96 -7.86
H -1.92 -0.81 -8.23
H -1.10 -2.39 -8.36
C 0.63 0.63 3.71
S 0.35 -0.94 2.89
O 1.40 -1.88 3.36
C 0.84 -0.39 1.25
H 0.41 0.47 4.77
H 1.67 0.92 3.58
H -0.04 1.39 3.32
H 1.87 -0.02 1.29
H 0.16 0.38 0.90
H 0.80 -1.27 0.60
C 0.40 4.04 6.62
S 0.14 4.79 5.00
O -0.10 3.67 4.06
C 1.84 5.31 4.74
H -0.54 3.61 6.92
H 1.16 3.26 6.52
H 0.71 4.80 7.33
H 2.49 4.44 4.79
H 2.12 6.05 5.50
H 1.89 5.76 3.75
*
```

Electronic energy: -2328.2372 Eh
LUMO level: -0.42 eV
HOMO-LUMO gap: 0.299 Ha
Largest force on an atom: 0.012 hartree/bohr

2.
Below is a molecular structure, C7H12Cl3N2O3ReSbSe4, with properties calculated with the ωB97M-V functional and the def2-TZVPD basis.

ORCA input file:
```
! RIJCOSX wB97M-V def2-TZVPD def2/J DEFGRID3
* xyz 3 1
Re 0.91 1.33 -0.22
Se 2.16 4.25 4.27
Sb 2.94 2.69 2.79
Se 1.11 0.87 2.03
Se -0.39 3.06 -0.47
Se 5.11 3.37 1.59
Cl 3.66 2.74 -3.09
C 3.80 1.49 -1.93
Cl 2.19 0.42 -1.96
Cl 5.11 0.44 -2.16
C 3.76 2.17 -0.54
O 4.89 2.50 -0.06
O 2.68 2.40 0.05
C -2.88 0.72 -1.05
N -2.43 -0.34 -0.14
C -3.41 -0.74 0.89
C -1.23 -0.87 -0.22
O -0.17 -0.19 -0.69
N -1.02 -2.14 0.07
C 0.33 -2.69 0.27
C -2.08 -3.17 0.02
H -3.95 0.61 -1.21
H -2.37 0.68 -2.00
H -2.76 1.71 -0.62
H -3.79 0.16 1.37
H -2.92 -1.35 1.65
H -4.24 -1.29 0.46
H 1.05 -1.90 0.47
H 0.64 -3.24 -0.62
H 0.30 -3.38 1.11
H -2.97 -2.77 -0.47
H -2.33 -3.52 1.01
H -1.70 -4.00 -0.57
*
```

Electronic energy: -11912.9084 Eh
LUMO level: -12.47 eV
HOMO-LUMO gap: 0.209 Ha
Largest force on an atom: 0.037 hartree/bohr

3.
Below is a molecular structure, C60H37BCoF4I4N6O2S, with properties calculated with the ωB97M-V functional and the def2-TZVPD basis.

ORCA input file:
```
! RIJCOSX wB97M-V def2-TZVPD def2/J DEFGRID3
* xyz -2 4
Co 0.37 0.17 0.23
I 3.22 9.58 1.50
C 2.69 7.54 1.33
C 3.17 6.64 2.26
C 2.79 5.30 2.15
C 1.93 4.87 1.13
C 1.48 5.81 0.20
C 1.86 7.14 0.29
C 1.51 3.45 1.06
C 0.19 3.16 1.28
C -0.78 4.18 1.64
C -1.93 3.54 1.89
C -1.68 2.12 1.68
C -2.67 1.16 1.95
C -4.01 1.65 2.40
C -4.84 2.43 1.60
C -6.03 2.95 2.08
C -6.41 2.67 3.38
I -8.23 3.44 4.12
C -5.63 1.88 4.20
C -4.43 1.38 3.71
C -2.50 -0.23 1.94
N -1.37 -0.91 1.88
C -1.42 -2.27 2.07
C -0.37 -3.12 1.84
C -0.56 -4.57 2.16
C -0.02 -5.11 3.32
C -0.16 -6.46 3.63
C -0.85 -7.27 2.74
I -1.06 -9.33 3.18
C -1.41 -6.77 1.58
C -1.26 -5.42 1.29
C 0.92 -2.81 1.30
C 1.92 -3.84 1.11
C 3.08 -3.20 0.80
C 2.77 -1.80 0.79
N 1.42 -1.60 1.03
C 3.74 -0.82 0.65
C 3.51 0.56 0.67
C 4.54 1.55 0.56
C 3.90 2.76 0.66
C 2.51 2.47 0.85
N 2.29 1.14 0.84
C 5.16 -1.27 0.63
C 5.95 -1.20 -0.51
C 7.28 -1.61 -0.50
C 7.82 -2.10 0.68
I 9.83 -2.73 0.71
C 7.06 -2.18 1.84
C 5.74 -1.77 1.80
C -2.67 -2.84 2.59
C -3.77 -2.11 2.50
N -0.41 1.91 1.30
H 3.82 6.96 3.06
H 3.16 4.58 2.87
H 0.84 5.47 -0.60
H 1.51 7.86 -0.44
H -0.59 5.24 1.69
H -2.86 3.98 2.21
H -4.54 2.62 0.57
H -6.66 3.56 1.44
H -5.93 1.66 5.22
H -3.80 0.77 4.35
H 0.53 -4.47 4.00
H 0.27 -6.87 4.53
H -1.93 -7.42 0.89
H -1.68 -4.99 0.39
H 1.76 -4.90 1.20
H 4.04 -3.64 0.58
H 5.59 1.36 0.43
H 4.34 3.74 0.58
H 5.51 -0.82 -1.43
H 7.88 -1.56 -1.40
H 7.49 -2.56 2.76
H 5.12 -1.84 2.69
H -2.70 -3.84 2.98
H -4.76 -2.43 2.80
C -5.60 0.37 -5.60
C -4.69 -0.21 -4.54
C -4.66 -1.58 -4.29
C -3.86 -2.10 -3.28
C -3.06 -1.25 -2.53
C -3.07 0.12 -2.78
C -3.87 0.63 -3.78
S -2.25 -1.87 -1.03
O -2.36 -3.36 -1.16
O -3.75 -0.86 2.00
N -0.74 -1.25 -1.19
C -0.01 -1.56 -2.31
C -0.29 -2.57 -3.24
C 0.46 -2.75 -4.40
C 1.50 -1.93 -4.73
C 1.83 -0.88 -3.84
C 2.81 0.09 -4.15
C 3.03 1.12 -3.29
C 2.33 1.16 -2.08
N 1.45 0.25 -1.73
C 1.13 -0.73 -2.62
H -6.11 -0.42 -6.16
H -5.03 0.97 -6.31
H -6.35 1.01 -5.15
H -5.29 -2.25 -4.87
H -3.84 -3.16 -3.06
H -2.43 0.77 -2.20
H -3.86 1.70 -3.97
H -1.12 -3.24 -3.05
H 0.20 -3.56 -5.07
H 2.06 -2.04 -5.65
H 3.35 0.01 -5.09
H 3.74 1.91 -3.52
H 2.50 1.97 -1.39
F -0.18 4.05 -1.74
B -0.95 2.98 -2.27
F -2.31 3.34 -2.29
F -0.49 2.68 -3.56
F -0.80 1.83 -1.44
*
```

Electronic energy: -6184.1204 Eh
LUMO level: 2.87 eV
Relative energy (zero: lowest compared OMol25 entry of this formula, charge and spin): 0.000 eV
HOMO-LUMO gap: 0.181 Ha
Largest force on an atom: 0.010 hartree/bohr

4.
Below is a molecular structure, C9H10F5NPb, with properties calculated with the ωB97M-V functional and the def2-TZVPD basis.

ORCA input file:
```
! RIJCOSX wB97M-V def2-TZVPD def2/J DEFGRID3
* xyz -2 1
C -0.48 1.61 -2.66
C 0.93 1.77 -2.43
C 1.10 2.64 -1.31
C -0.20 3.02 -0.84
C -1.18 2.38 -1.67
Pb -0.91 -0.99 -0.29
N -2.99 -1.37 0.16
C 0.33 -2.57 -0.78
C 1.68 -2.46 -1.06
H 2.04 2.95 -0.88
H 1.72 1.28 -2.99
H -0.41 3.67 0.01
H -2.25 2.43 -1.56
H -0.94 1.00 -3.43
H 2.30 -2.14 -1.97
H -0.18 -2.58 0.37
H -3.01 -1.39 1.24
H 2.53 -2.69 -0.37
H -0.59 -2.42 -1.57
F 0.56 0.97 2.16
C 0.48 -0.40 2.25
F 1.76 -0.85 2.42
C -0.35 -0.85 3.51
F 0.20 -0.54 4.72
F -1.58 -0.27 3.47
F -0.56 -2.21 3.50
*
```

Electronic energy: -1095.5163 Eh
LUMO level (spin up / spin down): 5.79 / 5.67 eV
HOMO-LUMO gap (spin up / spin down): 0.209 / 0.197 Ha
Largest force on an atom: 0.214 hartree/bohr

5.
Below is a molecular structure, C22H33BF4N3OOsSSi, with properties calculated with the ωB97M-V functional and the def2-TZVPD basis.

ORCA input file:
```
! RIJCOSX wB97M-V def2-TZVPD def2/J DEFGRID3
* xyz 1 5
Os 0.56 -0.10 0.19
C -0.23 -1.30 1.72
Si -1.46 -2.18 0.57
C -2.45 -0.56 0.30
N -1.54 0.50 -0.21
C -1.61 1.83 0.48
C -3.04 2.45 0.41
C -3.62 2.26 -0.99
C -2.43 2.05 -1.96
C -1.75 0.74 -1.72
C -0.41 -2.53 -0.99
C 0.99 -2.64 -0.89
C 1.86 -2.58 -1.99
C 1.33 -2.56 -3.29
C -0.06 -2.59 -3.39
C -0.87 -2.54 -2.31
C -2.49 -3.61 1.16
C -3.42 -4.21 0.31
C -4.39 -5.08 0.82
C -4.34 -5.47 2.13
C -3.43 -4.92 3.04
C -2.59 -3.97 2.52
H 0.53 -1.82 2.27
H -0.83 -0.69 2.41
H -2.81 -0.31 1.31
H -3.28 -0.71 -0.37
H -0.81 2.41 0.05
H -1.33 1.51 1.48
H -2.87 3.49 0.64
H -3.63 2.02 1.20
H -4.22 3.09 -1.32
H -4.22 1.33 -1.06
H -1.65 2.84 -1.96
H -2.71 2.03 -3.01
H -0.81 0.68 -2.21
H -2.31 -0.05 -2.18
H 1.50 -2.72 0.09
H 2.93 -2.62 -1.84
H 1.96 -2.64 -4.15
H -0.51 -2.65 -4.41
H -2.01 -2.73 -2.55
H -3.41 -3.91 -0.76
H -5.22 -5.37 0.18
H -5.09 -6.14 2.51
H -3.34 -5.21 4.09
H -1.90 -3.50 3.18
F 0.64 3.40 -2.14
B 1.57 2.75 -1.40
F 1.19 1.06 -1.43
F 1.37 2.99 -0.06
F 2.87 2.78 -1.76
C 4.61 5.27 -0.12
N 4.57 4.14 0.79
C 5.59 3.57 1.45
N 6.73 4.32 1.52
S 5.43 2.00 2.11
H 3.66 5.31 -0.66
H 5.41 5.07 -0.89
H 4.75 6.27 0.39
H 3.82 3.52 0.49
H 6.65 5.31 1.49
H 7.39 3.84 2.11
C 3.03 -0.59 1.73
O 2.39 -0.24 0.61
H 2.93 -1.66 2.05
H 2.65 0.01 2.55
H 4.13 -0.43 1.67
*
```

Electronic energy: -2300.1403 Eh
LUMO level (spin up / spin down): -3.21 / -7.24 eV
Relative energy (zero: lowest compared OMol25 entry of this formula, charge and spin): 2.292 eV
HOMO-LUMO gap (spin up / spin down): 0.270 / 0.111 Ha
Largest force on an atom: 0.070 hartree/bohr

6.
Below is a molecular structure, C22H41Cl3HgN3O5Si, with properties calculated with the ωB97M-V functional and the def2-TZVPD basis.

ORCA input file:
```
! RIJCOSX wB97M-V def2-TZVPD def2/J DEFGRID3
* xyz -1 1
C -3.12 2.18 1.22
C -3.47 2.41 -0.22
H -3.13 3.14 1.76
H -2.15 1.71 1.35
H -3.87 1.51 1.67
C -4.14 3.50 -0.65
C -4.53 4.65 0.21
H -4.50 3.54 -1.68
H -3.72 5.02 0.85
H -5.39 4.41 0.86
H -4.84 5.47 -0.45
Hg -3.61 -1.92 -0.34
Cl -2.46 -3.63 -1.43
Cl -5.23 -0.78 0.86
C 2.24 -4.03 -0.61
O 2.97 -3.65 0.32
N 2.23 -3.49 -1.86
C 3.15 -2.43 -2.22
C 1.33 -3.99 -2.89
H 1.51 -4.86 -0.50
H 3.93 -2.35 -1.47
H 2.62 -1.47 -2.29
H 3.57 -2.65 -3.20
H 0.86 -4.91 -2.53
H 1.90 -4.20 -3.81
H 0.54 -3.26 -3.11
H 0.99 1.02 4.40
H 1.40 4.47 3.82
C 2.00 1.47 4.45
C 2.34 3.90 3.92
N 2.15 2.54 3.46
H 2.76 0.68 4.31
C 2.02 2.40 2.11
O 2.16 3.32 1.33
H 3.11 4.41 3.33
H 3.27 -1.25 3.17
H 2.13 1.90 5.45
H 2.64 3.85 4.97
O -2.43 0.21 -0.72
C -3.35 1.21 -1.17
C -2.53 2.67 -3.12
C -3.19 1.52 -2.66
H -2.21 3.43 -2.40
C -2.33 2.85 -4.51
H -4.35 0.72 -1.08
C -3.70 0.58 -3.57
H -1.80 3.74 -4.86
C -2.80 1.88 -5.40
C -3.50 0.76 -4.94
H -4.24 -0.28 -3.18
H -2.63 2.00 -6.47
H -3.89 0.03 -5.64
Si -0.60 0.16 -0.72
Cl 1.64 0.72 1.51
C -0.09 1.95 -0.74
C -0.25 -0.46 -2.47
C -0.34 -1.26 0.45
H -0.15 2.33 -1.77
H 0.95 2.07 -0.41
H -0.72 2.58 -0.10
H -0.59 -1.05 1.50
H 0.69 -1.66 0.44
H -0.99 -2.09 0.12
H -0.74 0.18 -3.23
H -0.63 -1.49 -2.61
H 0.83 -0.45 -2.67
N 4.54 -5.23 3.36
C 4.96 -3.89 3.90
C 3.79 -3.01 3.58
O 4.05 -1.69 3.58
O 2.71 -3.52 3.30
H 4.12 -5.77 4.12
H 5.33 -5.78 3.01
H 3.83 -5.11 2.61
H 5.11 -3.95 4.98
H 5.88 -3.54 3.43
*
```

Electronic energy: -3226.8313 Eh
LUMO level (spin up / spin down): 1.63 / 1.64 eV
Relative energy (zero: lowest compared OMol25 entry of this formula, charge and spin): 0.840 eV
HOMO-LUMO gap (spin up / spin down): 0.057 / 0.057 Ha
Largest force on an atom: 0.067 hartree/bohr

7.
Below is 4 unconnected molecules or ions with the total composition H8O4, with properties calculated with the ωB97M-V functional and the def2-TZVPD basis.

ORCA input file:
```
! RIJCOSX wB97M-V def2-TZVPD def2/J DEFGRID3
* xyz 0 1
O 0.65 0.12 -2.16
H 0.56 -0.82 -2.32
H 0.16 0.28 -1.36
O 1.40 2.88 0.60
H 0.48 2.63 0.62
H 1.39 3.83 0.57
O -0.72 0.20 0.38
H -0.76 -0.75 0.53
H -1.31 0.57 1.04
O -0.76 -2.61 0.74
H -0.90 -3.22 0.01
H -0.20 -3.10 1.35
*
```

Electronic energy: -305.7489 Eh
SMILES: O.O.O.O
LUMO level: 0.29 eV
Relative energy (zero: lowest compared OMol25 entry of this formula, charge and spin): 0.826 eV
HOMO-LUMO gap: 0.401 Ha
Largest force on an atom: 0.014 hartree/bohr

8.
Below is a molecular structure, C4H5Br3, with properties calculated with the ωB97M-V functional and the def2-TZVPD basis.

ORCA input file:
```
! RIJCOSX wB97M-V def2-TZVPD def2/J DEFGRID3
* xyz 0 1
C 0.64 1.46 0.14
C 0.20 0.19 0.03
C 1.01 -1.07 -0.05
C -1.32 -0.11 -0.11
Br -1.86 -1.24 1.40
Br -2.36 1.59 0.21
Br -1.84 -0.83 -1.81
H 0.04 2.33 0.21
H 1.76 1.75 0.23
H 0.94 -1.55 -0.99
H 2.15 -0.89 0.02
H 0.63 -1.63 0.72
*
```

Electronic energy: -7877.4037 Eh
LUMO level: -0.02 eV
Relative energy (zero: lowest compared OMol25 entry of this formula, charge and spin): 0.397 eV
HOMO-LUMO gap: 0.370 Ha
Largest force on an atom: 0.073 hartree/bohr